No. 1
{
  "formula": "C37H76ClN2O10",
  "method": "ωB97M-V/def2-TZVPD",
  "fmax_ev_per_a": 13.0,
  "charge": -1,
  "homo_energy_ev": -2.70,
  "gap_ev": 5.170,
  "species": ["C", "N", "C", "C", "C", "C", "C", "C", "C", "C", "N", "C", "C", "C", "H", "H", "H", "H", "H", "H", "H", "H", "H", "H", "H", "H", "H", "H", "Cl", "C", "C", "C", "C", "C", "H", "H", "H", "H", "H", "H", "H", "H", "H", "H", "H", "H", "C", "O", "C", "C", "O", "C", "H", "H", "H", "H", "H", "H", "H", "H", "H", "H", "C", "O", "C", "C", "O", "C", "H", "H", "H", "H", "H", "H", "H", "H", "H", "H", "C", "O", "C", "C", "O", "C", "H", "H", "H", "H", "H", "H", "H", "H", "H", "H", "C", "O", "C", "C", "O", "C", "H", "H", "H", "H", "H", "H", "H", "H", "H", "H", "C", "O", "C", "C", "O", "C", "H", "H", "H", "H", "H", "H", "H", "H", "H", "H"],
  "coordinates": [[5.6544, -2.2588, -5.1807], [4.4864, -2.1928, -4.3457], [4.3134, -3.3148, -3.5397], [4.0624, -3.1158, -2.2767], [3.6304, -1.7278, -1.7567], [3.8254, -0.5688, -2.7317], [4.1804, -0.8778, -3.9867], [2.9534, -1.5418, -0.4907], [3.0764, -2.5498, 0.5733], [2.3934, -2.2908, 1.7023], [1.8624, -1.0168, 1.9613], [1.8034, -0.0178, 1.0513], [2.3104, -0.1998, -0.1097], [1.0164, -0.7788, 3.1733], [6.3824, -2.9128, -4.7117], [6.1184, -1.2158, -5.6297], [5.4474, -2.8958, -5.9327], [4.5154, -4.4048, -4.1437], [3.9124, -4.1008, -1.6167], [3.6064, 0.4192, -2.4437], [4.1084, -0.1068, -4.7107], [3.5274, -3.4918, 0.3503], [2.5174, -3.0638, 2.4563], [1.3944, 0.8422, 1.2903], [2.3774, 0.7162, -0.8987], [0.8804, 0.2362, 3.4343], [1.2504, -1.3878, 3.9413], [0.1004, -1.3558, 2.9593], [-1.5106, 0.8602, 1.2693], [-0.1136, -5.1038, -0.1657], [-1.0016, -3.9388, 0.0383], [-1.4196, -3.1918, -1.3467], [-2.2986, -2.1778, -1.1827], [-2.6306, -1.3598, -2.4457], [-0.4766, -5.6748, -1.0677], [-0.0356, -5.6808, 0.6983], [0.6824, -4.5618, -0.4967], [-0.7666, -3.0358, 0.7703], [-2.0416, -3.9808, 0.4563], [-1.9026, -4.0318, -2.0067], [-0.3896, -2.6728, -1.7857], [-1.8876, -1.4538, -0.4227], [-3.2886, -2.5528, -0.9067], [-1.7676, -0.8648, -2.9177], [-3.4066, -0.6558, -2.0317], [-3.3876, -1.9408, -3.0327], [-3.9606, -4.3018, -3.8217], [-4.0956, -3.4468, -2.6897], [-4.5646, -2.0328, -2.9517], [-4.5326, -1.3778, -1.7727], [-4.9816, -0.0398, -2.0647], [-4.8296, 0.8322, -0.9317], [-4.9166, -4.5148, -4.2887], [-3.5666, -5.0738, -3.5477], [-3.2616, -4.1238, -4.6017], [-5.6236, -1.8598, -3.2897], [-3.8636, -1.5198, -3.5377], [-3.5066, -1.5968, -1.1847], [-5.4146, -1.7608, -1.1577], [-5.4126, 0.8202, -0.1097], [-4.8986, 1.8832, -1.3277], [-3.8256, 0.7102, -0.5577], [0.7694, 2.0102, 2.3373], [1.8554, 1.5332, 3.1683], [3.0504, 1.6532, 2.4293], [4.0824, 1.0162, 3.0443], [3.9024, -0.3118, 3.0603], [4.6264, -1.0758, 4.0473], [-0.1846, 2.0172, 2.8433], [0.6414, 1.6532, 1.3013], [1.0834, 3.0252, 2.0863], [3.3434, 2.6882, 2.2693], [2.8274, 1.5222, 1.2883], [4.2864, 1.4422, 3.9863], [5.0944, 1.2752, 2.4823], [5.5024, -0.8968, 3.9123], [4.1304, -2.3018, 3.8583], [4.5244, -0.7368, 5.1323], [-4.4986, -1.1058, 5.9943], [-3.8206, 0.0632, 5.6313], [-2.6506, -0.2998, 4.9493], [-1.8226, 0.6702, 4.5663], [-1.5236, 1.5442, 5.7363], [-0.7536, 2.6262, 5.3953], [-5.6316, -0.8308, 6.2713], [-4.0816, -1.6868, 7.0363], [-4.5346, -1.7748, 5.2173], [-2.7216, -0.9308, 4.0523], [-2.2026, -1.0338, 5.6103], [-2.2426, 1.2602, 3.8133], [-0.9316, 0.0902, 4.1443], [-1.3586, 3.1092, 4.7173], [0.2154, 2.2182, 4.9783], [-0.6656, 3.2502, 6.1713], [0.2724, 1.5392, -2.0067], [1.7004, 1.4012, -2.2617], [2.4514, 2.5362, -1.9137], [3.7384, 2.2902, -1.9187], [4.0314, 1.2342, -0.9737], [5.4474, 0.8602, -0.7267], [0.0654, 1.1322, -1.0527], [-0.3676, 0.9232, -2.6047], [0.0614, 2.5422, -2.1537], [2.2054, 2.8982, -0.9127], [2.2494, 3.2972, -2.7747], [4.1834, 3.2142, -1.5267], [4.1464, 2.1522, -2.8037], [5.9994, 1.5892, -0.2227], [6.0184, 0.5782, -1.6147], [5.5594, 0.0262, -0.2417], [-2.7796, 2.7532, 1.0223], [-3.1066, 4.0612, 0.4613], [-2.9816, 4.2032, -0.9557], [-3.3896, 5.3442, -1.4027], [-3.1606, 5.1952, -2.8367], [-3.4106, 6.4012, -3.5477], [-1.8426, 2.4952, 0.8803], [-3.3256, 2.1382, 0.4703], [-2.9966, 2.7672, 2.0623], [-3.5606, 3.3652, -1.2727], [-1.9086, 4.0052, -1.1067], [-2.9346, 6.3432, -1.0777], [-4.5236, 5.4682, -1.3647], [-4.5556, 6.6852, -3.2167], [-3.4956, 6.2272, -4.6607], [-2.9126, 7.2482, -3.2497]],
  "lowdin_charge": [-0.110, -0.206, -0.178, -0.067, -0.116, -0.034, -0.114, -0.097, -0.044, -0.082, -0.058, -0.227, 0.007, -0.022, 0.063, 0.147, 0.017, 0.173, 0.126, 0.035, 0.097, 0.075, 0.109, -0.041, 0.126, 0.038, 0.052, 0.088, 0.288, -0.109, -0.258, -0.233, -0.346, -0.104, 0.096, 0.051, 0.028, 0.135, 0.103, 0.140, 0.182, 0.122, 0.131, 0.117, 0.068, -0.049, -0.061, -0.122, -0.267, -0.433, -0.143, -0.053, 0.102, -0.015, 0.097, 0.176, 0.122, 0.041, 0.174, 0.056, 0.104, 0.057, -0.186, -0.189, -0.269, -0.291, -0.170, -0.025, 0.031, 0.016, 0.105, 0.135, 0.148, 0.121, 0.172, -0.045, 0.183, 0.106, -0.153, -0.135, -0.317, -0.230, -0.148, -0.120, 0.116, 0.140, 0.032, 0.148, 0.130, 0.074, 0.121, 0.068, 0.109, 0.048, -0.006, -0.209, -0.280, -0.263, -0.268, -0.007, 0.038, 0.075, 0.062, 0.151, 0.188, 0.160, 0.096, 0.067, 0.098, 0.028, -0.283, -0.177, -0.299, -0.249, -0.199, -0.126, -0.155, -0.035, 0.076, 0.114, 0.153, 0.163, 0.156, 0.121, 0.097, 0.033]
}

---

No. 2
{
  "formula": "C37H76F3N7O5S",
  "method": "ωB97M-V/def2-TZVPD",
  "fmax_ev_per_a": 3.6,
  "charge": 0,
  "homo_energy_ev": -7.48,
  "gap_ev": 7.847,
  "species": ["C", "O", "C", "C", "N", "H", "H", "C", "C", "O", "C", "H", "H", "H", "H", "H", "H", "H", "H", "H", "H", "H", "H", "H", "H", "C", "F", "F", "F", "S", "O", "O", "O", "C", "C", "N", "C", "C", "C", "C", "H", "H", "H", "H", "H", "H", "H", "H", "H", "H", "H", "H", "H", "H", "H", "C", "C", "N", "C", "C", "C", "C", "H", "H", "H", "H", "H", "H", "H", "H", "H", "H", "H", "H", "H", "H", "H", "C", "C", "N", "C", "C", "C", "C", "H", "H", "H", "H", "H", "H", "H", "H", "H", "H", "H", "H", "H", "H", "H", "N", "C", "C", "C", "C", "H", "H", "H", "H", "H", "N", "C", "C", "C", "C", "H", "H", "H", "H", "H", "N", "C", "C", "C", "C", "H", "H", "H", "H", "H"],
  "coordinates": [[-3.1257, -2.2947, 5.5932], [-2.5256, -1.9197, 4.3644], [-3.1708, -2.3716, 3.1981], [-2.7312, -1.5373, 1.9228], [-1.2593, -1.4386, 1.7428], [-1.1063, -1.0571, 0.8203], [-0.9272, -0.7485, 2.4013], [-0.4538, -2.7950, 1.8222], [0.9150, -2.5052, 1.3439], [1.4894, -1.4426, 2.0696], [2.6785, -0.8947, 1.4595], [-3.1778, -3.3810, 5.6655], [-4.0321, -1.7311, 5.8142], [-2.4691, -1.9076, 6.3724], [-4.2494, -2.2886, 3.3321], [-2.9057, -3.4139, 3.0208], [-3.0315, -0.4980, 2.0555], [-3.1744, -1.9760, 1.0288], [-0.8960, -3.5274, 1.1467], [-0.4580, -3.1362, 2.8574], [0.9038, -2.2539, 0.2833], [1.5414, -3.3973, 1.3440], [3.3665, -0.6216, 2.2597], [2.3944, -0.0381, 0.8482], [3.2025, -1.5889, 0.8025], [0.7825, 0.6996, -2.2951], [0.9707, 1.6624, -3.2285], [1.4675, -0.4445, -2.5276], [1.3909, 1.2087, -1.2382], [-1.0798, 0.3456, -1.9499], [-1.6179, -0.3002, -3.1652], [-1.1289, -0.5711, -0.7905], [-1.7519, 1.5767, -1.5593], [-3.5578, 2.0731, 3.6162], [-2.1096, 1.9670, 3.9540], [-1.2119, 1.4528, 2.9057], [0.1580, 1.5168, 3.2842], [0.5115, 0.4935, 4.3990], [-1.4483, 2.0527, 1.5346], [-1.1378, 3.5547, 1.4067], [-3.7635, 2.9940, 3.0705], [-4.1670, 2.1492, 4.5169], [-3.9795, 1.2213, 3.0826], [-1.6904, 2.9415, 4.2046], [-1.9663, 1.3820, 4.8625], [0.8361, 1.3487, 2.4476], [0.4182, 2.4925, 3.6947], [0.1786, -0.5136, 4.1482], [1.5773, 0.4873, 4.6275], [0.1079, 0.6706, 5.3959], [-2.4442, 1.8791, 1.1271], [-0.8025, 1.4641, 0.8830], [-1.0938, 3.8808, 0.3676], [-0.1275, 3.8076, 1.7284], [-1.8960, 4.1922, 1.8614], [-0.1158, -5.0872, -5.9648], [-0.2246, -4.0544, -7.0176], [-0.7840, -2.7874, -6.6459], [-0.1634, -1.9899, -5.6421], [1.3024, -1.6939, -6.0187], [-2.2041, -2.9534, -6.3085], [-3.1511, -3.4402, -7.4580], [0.5183, -4.8163, -5.1206], [0.2031, -6.0974, -6.2217], [-1.0673, -5.3259, -5.4897], [0.7590, -3.8780, -7.4530], [-0.6436, -4.4570, -7.9397], [-0.7923, -1.1006, -5.6007], [-0.3154, -2.5172, -4.7003], [1.8552, -1.1707, -5.2385], [1.8768, -2.6072, -6.1737], [1.4255, -1.1643, -6.9634], [-2.6717, -2.0264, -5.9767], [-2.3074, -3.5079, -5.3758], [-4.1725, -3.2023, -7.1610], [-3.2167, -4.5212, -7.5813], [-2.8611, -2.9145, -8.3678], [3.6960, 6.3475, 4.0909], [4.0197, 4.8032, 4.3116], [4.5377, 4.0772, 3.1573], [3.5970, 4.0282, 2.0679], [3.8918, 2.7750, 1.2661], [5.8244, 4.6436, 2.6668], [6.8643, 4.7353, 3.7064], [3.0719, 6.7644, 4.8813], [3.1058, 6.4828, 3.1846], [4.6005, 6.9524, 4.0264], [4.7124, 4.6365, 5.1366], [3.0959, 4.2856, 4.5699], [2.5571, 4.0640, 2.3925], [3.6533, 4.9402, 1.4736], [4.8260, 2.8888, 0.7162], [3.8957, 1.9126, 1.9326], [3.1872, 2.5795, 0.4577], [5.7215, 5.6182, 2.1899], [6.2631, 4.0071, 1.8983], [7.0309, 3.7891, 4.2213], [6.6777, 5.5035, 4.4568], [7.7984, 5.0659, 3.2522], [-3.6185, 3.5312, -1.1264], [-4.4731, 3.4881, -0.0775], [-5.2135, 4.7176, 0.0281], [-4.7968, 5.5351, -1.0808], [-3.8933, 4.7584, -1.7745], [-2.9857, 2.7852, -1.3778], [-4.4786, 2.5921, 0.5254], [-5.9844, 4.8921, 0.7641], [-5.1558, 6.5496, -1.1726], [-3.3924, 4.9657, -2.7085], [-2.3346, -2.7277, -2.2985], [-1.3308, -3.6389, -1.9821], [-1.8789, -4.5822, -1.2065], [-3.2497, -4.3102, -1.0806], [-3.5643, -3.1396, -1.8253], [-2.1560, -1.8574, -2.7789], [-0.3281, -3.4105, -2.3119], [-1.4254, -5.4085, -0.6792], [-3.9339, -4.9072, -0.4959], [-4.4642, -2.5668, -1.9938], [4.4694, -3.4518, -0.9119], [4.1719, -2.8834, -2.1462], [2.8874, -3.2767, -2.5005], [2.3801, -4.1512, -1.4894], [3.3727, -4.2284, -0.5212], [5.3177, -3.2390, -0.4066], [4.8772, -2.2288, -2.6366], [2.2861, -2.9436, -3.3335], [1.4022, -4.5969, -1.3822], [3.3933, -4.7744, 0.4104]],
  "lowdin_charge": [-0.089, -0.210, -0.186, -0.064, 0.094, 0.068, 0.105, -0.035, -0.242, -0.184, -0.049, 0.094, 0.090, 0.088, 0.126, 0.115, 0.103, 0.124, 0.119, 0.132, 0.117, 0.115, 0.089, 0.071, 0.074, -0.593, 0.127, 0.110, 0.116, 0.603, -0.319, -0.338, -0.313, -0.082, -0.245, -0.188, -0.269, -0.070, -0.212, -0.060, 0.068, 0.078, 0.065, 0.114, 0.105, 0.109, 0.104, 0.051, 0.073, 0.063, 0.080, 0.081, 0.070, 0.057, 0.073, -0.090, -0.287, -0.196, -0.258, -0.064, -0.250, -0.073, 0.065, 0.076, 0.068, 0.104, 0.115, 0.108, 0.092, 0.053, 0.057, 0.078, 0.106, 0.096, 0.062, 0.059, 0.075, -0.063, -0.227, -0.185, -0.287, -0.078, -0.273, -0.116, 0.063, 0.059, 0.058, 0.098, 0.101, 0.103, 0.109, 0.066, 0.066, 0.058, 0.115, 0.108, 0.086, 0.067, 0.079, 0.035, -0.163, -0.100, -0.116, -0.133, 0.067, 0.087, 0.073, 0.086, 0.096, 0.014, -0.140, -0.167, -0.128, -0.085, 0.052, 0.093, 0.094, 0.079, 0.105, 0.006, -0.118, -0.106, -0.106, -0.153, 0.142, 0.105, 0.074, 0.082, 0.102]
}

---

Number 1: electronic energy -2775.92208 Eh. Number 2: electronic energy -2912.52980 Eh.